1.
Formula: C3H3N5
Source: the Open Molecules 2025 dataset
Level of theory: ωB97M-V/def2-TZVPD

Each line ends with the Mulliken charge.
Element x y z (Å)
N: 1.89093 -0.18823 0.88894  -0.625
C: 1.12566 -0.10261 -0.11846  0.832
N: 0.36231 -1.08376 -0.62191  -0.350
N: -0.81018 -1.32384 -0.39599  -0.175
C: -1.57481 -0.50833 0.40926  -0.120
C: -1.28685 0.80177 0.50030  -0.046
N: -0.39070 1.41227 -0.23163  -0.095
N: 0.81801 1.12710 -0.70242  -0.397
H: 1.96073 -1.21875 1.30484  0.269
H: -2.60050 -1.00443 0.43324  0.363
H: -2.03683 1.47340 0.95650  0.345

Computed properties:
DFT total energy ... -10604.4843 eV
Molecular weight ... 109.09 Da
SMILES string ... N=c1nnccnn1
ΔE to the lowest compared entry with this formula, charge and spin ... 101.1 kcal/mol
Orbital gap ... 0.29283 hartree

***

2.
Formula: C3H3NO
Source: the Open Molecules 2025 dataset
Level of theory: ωB97M-V/def2-TZVPD

Each line ends with the Mulliken charge.
Element x y z (Å)
C: 1.54843 -0.42169 -0.18030  -0.953
C: 0.05971 -0.45000 0.03953  0.591
O: -0.63352 -1.47817 0.13435  -0.500
C: -0.55728 0.83967 0.14260  0.251
N: -0.98977 1.91927 -0.04379  -0.333
H: 2.02679 -0.79846 0.66095  0.311
H: 1.73544 -1.19027 -0.89657  0.320
H: 1.92912 0.57129 -0.54361  0.312

Computed properties:
DFT total energy ... -6695.9121 eV
Molecular weight ... 69.06 Da
SMILES string ... CC(=O)C#N
ΔE to the lowest compared entry with this formula, charge and spin ... 13.4 kcal/mol
Orbital gap ... 0.38662 hartree